# 1
{
  "formula": "C10H24BrCl10N2O3",
  "method": "ωB97M-V/def2-TZVPD",
  "e_homo_ev": -4.12,
  "homo_lumo_gap_ev": 6.1,
  "max_force_ev_per_a": 4.03,
  "total_charge": -1,
  "e_above_lowest_kj_mol": 45.3,
  "elements": ["N", "H", "H", "H", "H", "N", "O", "O", "O", "Br", "Cl", "C", "C", "Cl", "H", "H", "H", "H", "Cl", "C", "C", "Cl", "H", "H", "H", "H", "Cl", "C", "C", "Cl", "H", "H", "H", "H", "Cl", "C", "C", "Cl", "H", "H", "H", "H", "Cl", "C", "C", "Cl", "H", "H", "H", "H"],
  "coordinates": [[-0.21568, 1.02458, -0.29233], [0.39216, 1.84574, -0.44899], [0.04460, 0.32378, -0.97979], [-1.17854, 1.38134, -0.46914], [-0.09381, 0.74990, 0.67661], [0.11183, 4.49172, -1.22776], [0.45967, 4.76709, -2.41255], [0.61224, 3.55576, -0.56645], [-0.82900, 5.19772, -0.75297], [-3.07249, 2.46499, -0.84352], [0.49795, 1.79734, 2.75778], [1.66278, 2.17410, 4.04621], [1.20584, 1.50347, 5.32566], [2.50242, 1.61800, 6.56437], [1.73757, 3.24653, 4.21533], [2.65064, 1.85918, 3.71185], [0.84848, 0.48745, 5.17815], [0.40504, 2.10472, 5.75074], [-1.39203, -0.73995, 2.61584], [-2.59653, -1.96462, 3.12925], [-1.95307, -3.31645, 2.87150], [-0.43560, -3.62475, 3.76250], [-3.49018, -1.76378, 2.54492], [-2.79850, -1.88164, 4.19535], [-1.75744, -3.48163, 1.81518], [-2.63154, -4.09055, 3.23271], [3.56415, 1.10248, 0.81219], [3.87977, -0.40157, 1.78735], [2.55607, -1.00042, 2.26400], [1.60612, -1.64758, 0.84277], [4.49664, -0.05664, 2.61456], [4.44897, -1.08905, 1.16918], [1.94872, -0.35144, 2.88245], [2.79003, -1.86468, 2.88639], [-0.39254, -4.61401, -4.25310], [-1.79791, -3.73275, -3.50640], [-1.62051, -2.24136, -3.42931], [-0.21283, -1.84370, -2.39460], [-2.22922, -4.23156, -2.64104], [-2.61552, -3.89401, -4.21610], [-2.51044, -1.73829, -3.05208], [-1.44506, -1.79281, -4.40478], [0.03232, 1.57378, -3.28100], [0.20247, 0.89930, -4.89252], [-0.86792, 1.49706, -5.79823], [-2.47491, 0.84286, -5.38624], [0.19883, -0.18059, -4.74924], [1.20500, 1.17629, -5.22027], [-0.58181, 1.29117, -6.82866], [-0.86720, 2.56746, -5.60577]],
  "atomic_forces_ev_per_a": [[0.7, 0.2, 0.0], [-0.1, 0.6, -0.1], [-0.2, -0.3, 0.3], [-0.9, 0.3, -0.1], [-0.1, -0.5, -0.3], [-2.7, 2.7, -1.4], [0.7, -1.1, 1.1], [0.7, -0.3, 0.1], [1.7, -1.2, 0.3], [0.1, -0.6, 0.1], [0.0, 0.7, 0.3], [0.5, -0.1, 0.1], [-0.3, 0.7, 0.2], [0.0, -0.3, -0.2], [-0.3, 0.0, -0.3], [-0.1, -0.3, 0.0], [0.4, -0.1, 0.1], [-0.2, -0.2, -0.1], [-0.4, 0.2, 0.4], [1.3, -0.1, 0.0], [-0.9, -0.6, -0.1], [-0.1, 0.3, 0.0], [0.0, -0.4, 0.0], [0.0, 0.4, -0.1], [0.1, 0.1, 0.0], [0.0, 0.0, -0.2], [0.2, -0.5, 0.2], [-0.8, 0.9, -0.2], [0.8, -0.9, -0.4], [0.4, 0.4, 0.8], [-0.1, -0.2, 0.2], [-0.1, 0.0, 0.0], [-0.2, 0.3, -0.5], [0.0, -0.2, -0.1], [-0.6, 0.4, 0.7], [-1.2, -0.3, -1.4], [0.4, 0.1, 0.2], [-0.1, 0.0, 0.1], [1.0, 0.1, 0.5], [0.2, 0.1, -0.3], [0.1, -0.2, 0.3], [0.2, -0.2, 0.0], [0.0, 0.4, 0.5], [0.2, 0.0, 0.2], [0.9, -0.4, 0.5], [0.1, 0.1, -0.3], [-0.3, 0.0, -0.5], [-0.1, 0.1, -0.3], [-0.5, -0.1, -0.1], [-0.2, 0.0, -0.2]]
}

# 2
{
  "formula": "C5H10O",
  "method": "ωB97M-V/def2-TZVPD",
  "e_homo_ev": -9.07,
  "homo_lumo_gap_ev": 10.0,
  "max_force_ev_per_a": 3.66,
  "total_charge": 0,
  "e_above_lowest_kj_mol": 285.9,
  "elements": ["C", "C", "C", "C", "O", "C", "H", "H", "H", "H", "H", "H", "H", "H", "H", "H"],
  "coordinates": [[0.18252, 0.00745, -1.57210], [-0.01586, 0.03443, -0.06966], [0.05008, 1.50111, 0.45777], [0.75794, -0.91155, 0.81572], [-0.32203, -1.21247, 1.71175], [-1.21236, -0.93076, 0.63376], [-0.48701, 0.69475, -2.11217], [0.01291, -1.00101, -1.95493], [1.20783, 0.30547, -1.82869], [-0.58776, 2.21825, -0.08440], [-0.19230, 1.57284, 1.52395], [1.08360, 1.87771, 0.34509], [1.61393, -0.51961, 1.35465], [1.01186, -1.79577, 0.21315], [-1.68611, -0.00314, 0.51930], [-1.41723, -1.83770, 0.04680]],
  "atomic_forces_ev_per_a": [[0.1, -0.2, 0.0], [0.3, -0.5, 0.0], [-0.1, -0.4, 0.0], [1.1, -0.1, 0.1], [-0.3, 0.4, -0.4], [2.1, 1.2, -2.1], [0.1, -0.2, 0.3], [0.1, 0.0, -0.1], [-0.1, 0.0, 0.0], [0.0, -0.5, 0.1], [0.0, -0.1, -0.1], [-0.3, -0.3, 0.0], [0.4, -0.1, 0.1], [0.2, -0.1, 0.3], [-3.2, 0.2, 1.7], [-0.4, 0.7, 0.1]]
}

Q: Number 2 is which compound?
A: C5H10O

Q: Number 2 is which compound?
A: C5H10O

Q: Which formula does entry 2 have?
A: C5H10O